Entry 1:
Below is a cluster of 7 separate species, H14O7 in total, with properties calculated with ωB97M-V/def2-TZVPD.

Total energy   -14559.424 eV
Energy relative to the best compared isomer or geometry (same formula, charge and spin)   196.5 kJ/mol
Kohn-Sham gap   11.715 eV
M   126.105 g mol⁻¹
Structure (SMILES)   O.O.O.O.O.O.O
Spin multiplicity   1

Cartesian coordinates (Å):
H1 20.391 27.227 7.390
H2 20.880 27.347 8.818
H3 21.778 19.804 3.266
O1 24.206 25.859 2.911
H4 23.367 25.410 3.011
O2 22.269 29.328 3.547
O3 18.536 27.743 4.645
H5 19.522 25.229 3.352
H6 17.730 28.044 5.065
H7 22.341 28.459 3.941
H8 18.298 22.540 -0.982
O4 21.974 20.267 2.452
O5 18.874 23.215 -1.343
H9 18.777 28.454 4.051
O6 20.896 26.764 8.059
H10 18.292 23.778 -1.854
H11 19.775 24.359 2.139
O7 20.186 24.672 2.945
H12 24.567 25.516 2.094
H13 21.698 21.169 2.617
H14 22.595 29.215 2.654

Entry 2:
Below is a cluster of 4 separate species, C28H29F4N6O7S in total in a non-equilibrium geometry, with properties calculated with ωB97M-V/def2-TZVPD.

Total energy   -74457.704 eV
Kohn-Sham gap   5.447 eV
M   669.634 g mol⁻¹
Charge   +1
Spin multiplicity   1

Cartesian coordinates (Å):
N1 2.084 -5.218 4.846
H1 -3.096 5.490 -2.177
H2 -3.307 1.874 0.731
C1 2.342 -1.449 0.853
C2 0.333 2.165 2.034
F1 0.256 -1.931 -3.543
N2 -5.559 4.028 -2.120
H3 0.655 2.638 3.030
H4 6.365 1.013 -2.851
C3 0.016 1.833 0.794
C4 3.562 -1.633 3.893
C5 2.213 -6.297 4.457
H5 4.000 -1.647 4.952
H6 3.610 0.721 3.695
C6 0.244 0.296 -1.511
C7 2.759 -0.172 1.670
F2 -1.600 0.115 0.005
H7 -0.314 3.992 -1.446
F3 -0.275 -0.299 -5.068
C8 -0.698 1.176 -0.480
O1 -0.738 2.533 -5.933
H8 1.920 -7.799 2.978
H9 -1.553 -8.349 7.794
C9 3.335 -0.257 3.164
O2 3.120 2.275 -3.476
H10 -8.173 4.980 -0.563
O3 0.351 -0.946 -0.784
C10 -1.691 1.080 -2.691
N3 1.037 -9.273 6.179
H11 -8.047 6.017 -1.980
C11 -2.236 4.547 0.987
H12 2.317 -3.874 1.100
C12 -0.864 -7.769 7.175
C13 -6.400 4.698 -1.705
C14 1.513 1.274 -1.679
H13 -3.472 2.375 -3.414
S1 -3.373 1.727 -0.650
H14 -3.705 0.570 -3.741
H15 -0.459 -6.971 7.801
C15 1.709 -1.418 -0.652
F4 -1.958 -1.521 -3.983
N4 -3.145 5.511 -1.142
C16 0.200 -8.611 6.617
C17 2.570 -2.858 1.582
C18 2.329 1.115 -3.053
H16 -2.084 3.500 1.434
C19 4.417 1.666 -3.818
H17 2.274 1.249 -0.819
N5 -0.714 0.156 -2.696
O4 -2.432 1.647 -5.090
H18 -1.456 -7.295 6.387
H19 -7.073 6.355 -0.552
H20 1.084 2.361 -1.685
C20 -2.307 4.598 -0.621
C21 2.377 -7.668 3.963
H21 5.143 -0.372 -3.050
C22 -0.677 -0.853 -3.812
H22 4.934 0.943 -1.661
H23 -3.180 5.052 1.450
O5 2.455 -1.858 -1.574
H24 2.669 0.886 1.238
H25 -1.769 3.923 -2.690
H26 3.356 -3.989 3.557
C23 -7.471 5.550 -1.177
C24 -1.399 3.654 -1.615
N6 -1.555 2.709 -5.068
H27 1.912 -8.397 4.636
H28 -1.303 5.174 1.301
O6 4.971 1.817 -4.960
H29 3.432 -7.940 3.870
C25 -1.671 2.074 -1.424
O7 2.351 0.108 -3.818
C26 3.185 -2.944 3.057
C27 -2.897 1.400 -3.707
C28 5.250 0.746 -2.750

Entry 3:
Below is a structure of composition C20H12F6N5O6S2V in a non-equilibrium geometry, with properties calculated with ωB97M-V/def2-TZVPD.

Total energy   -104334.870 eV
Energy relative to the best compared isomer or geometry (same formula, charge and spin)   29.0 kJ/mol
Kohn-Sham gap (alpha / beta)   6.824 / 7.220 eV
M   647.411 g mol⁻¹
Spin multiplicity   3

Cartesian coordinates (Å):
N1 0.185 2.062 -0.040
C1 4.051 -2.376 -1.686
H1 3.103 -1.893 -3.566
H2 -0.457 4.486 -0.931
C2 0.054 2.835 1.073
C3 -0.362 2.407 -1.262
C4 -1.398 2.981 -3.763
H3 4.636 -2.727 0.358
C5 0.380 2.090 2.375
V1 0.210 0.046 0.146
F1 -0.127 -4.660 2.442
C6 0.988 -0.431 -2.610
C7 0.543 0.751 4.744
C8 -1.177 -4.030 1.959
N2 0.052 0.117 -1.778
F2 -4.547 0.023 -1.440
C9 2.134 -1.037 -1.859
S1 -2.760 -1.067 0.190
H4 -1.814 3.128 -4.698
C10 0.455 0.094 3.525
H5 0.618 0.154 5.603
C11 0.563 2.137 4.778
C12 -0.499 1.351 -2.178
C13 -3.605 -0.944 -1.472
F3 -4.216 -2.078 -1.743
C14 2.985 -1.504 0.235
F4 -2.683 -0.753 -2.371
O1 0.166 -1.792 1.179
O2 -0.136 4.063 1.220
C15 3.119 -1.754 -2.496
S2 -0.627 -2.918 0.593
O3 0.986 -0.350 -3.808
H6 0.307 3.853 3.468
C16 -1.101 1.646 -3.433
H7 -1.448 0.864 -4.022
C17 -0.590 3.731 -1.624
H8 -1.240 5.044 -3.221
O4 -3.782 -1.192 1.150
N3 2.078 -0.866 -0.533
O5 0.028 -3.756 -0.368
H9 0.770 2.637 5.703
H10 0.406 -0.976 3.560
C18 0.407 2.809 3.569
H11 4.824 -3.008 -2.125
F5 -1.777 -3.257 2.867
H12 2.838 -1.274 1.317
C19 3.975 -2.239 -0.300
C20 -1.026 4.018 -2.958
O6 -1.935 0.154 0.414
F6 -2.035 -4.969 1.517
N4 0.414 0.736 2.362
N5 -1.935 -2.367 -0.060

Entry 4:
Below is an isolated molecule of C26H27N3O3 in a non-equilibrium geometry, with properties calculated with ωB97M-V/def2-TZVPD.

Total energy   -38013.130 eV
Energy relative to the best compared isomer or geometry (same formula, charge and spin)   148.6 kJ/mol
Kohn-Sham gap   8.514 eV
M   429.520 g mol⁻¹
Structure (SMILES)   COC(=O)C1CCN(Cc2cn(Cc3ccccc3)nc2-c2cc3ccccc3o2)CC1
Spin multiplicity   1

Cartesian coordinates (Å):
H1 5.625 3.799 0.700
H2 1.260 0.061 -1.827
H3 1.938 5.763 1.636
H4 3.901 -2.094 0.206
H5 2.220 -0.341 0.269
C1 2.681 -3.720 0.727
H6 0.837 -3.707 -1.302
H7 -0.180 -0.808 0.593
H8 0.143 -2.545 0.682
H9 3.215 -3.325 -1.888
H10 -2.672 -0.628 -2.109
H11 2.935 -1.581 -1.966
H12 -6.390 -0.266 -1.239
C2 0.389 2.398 -0.324
C3 4.546 3.809 0.655
H13 1.994 -1.339 1.712
H14 -7.268 -1.910 0.367
C4 -6.399 -1.322 0.622
H15 -4.399 2.391 -0.569
C5 1.920 -1.328 0.624
H16 -3.304 0.781 1.516
H17 -4.715 1.267 -1.915
C6 1.781 3.895 0.579
H18 -4.172 -0.876 3.120
N1 -1.979 2.106 -0.555
C7 -4.790 0.365 0.036
H19 4.417 1.936 -0.403
H20 -6.160 -2.223 2.548
C8 3.885 2.764 0.038
C9 3.330 -5.971 0.710
C10 2.502 2.825 0.008
N2 0.259 -1.736 -1.209
C11 -4.233 1.375 -0.939
C12 -4.172 0.187 1.268
H21 3.672 -5.935 1.747
C13 0.411 3.588 0.347
C14 0.306 -0.471 -1.935
C15 1.131 -2.754 -1.756
H22 3.977 -6.611 0.115
C16 -2.156 0.188 -1.648
H23 0.956 -2.823 -2.833
H24 0.166 -0.708 -2.996
C17 -0.748 1.647 -0.785
O1 2.024 -3.921 1.714
O2 3.398 -4.681 0.123
C18 2.856 -2.383 0.030
C19 2.473 4.936 1.195
C20 -4.661 -0.742 2.167
C21 2.621 -2.507 -1.480
N3 -2.810 1.222 -1.083
C22 3.850 4.877 1.223
C23 -0.806 0.417 -1.488
C24 0.466 -1.607 0.221
C25 -5.777 -1.498 1.846
O3 1.652 1.924 -0.538
H25 -0.449 4.157 0.631
H26 2.303 -6.342 0.694
H27 4.408 5.672 1.695
C26 -5.904 -0.398 -0.282

Entry 5:
Below is an isolated molecule of C2HN5O in a non-equilibrium geometry, with properties calculated with ωB97M-V/def2-TZVPD.

Total energy   -11583.069 eV
Energy relative to the best compared isomer or geometry (same formula, charge and spin)   283.6 kJ/mol
Kohn-Sham gap   8.552 eV
M   111.064 g mol⁻¹
Structure (SMILES)   O=c1ncnnnn1
Spin multiplicity   1

Cartesian coordinates (Å):
N1 -0.933 0.835 -0.513
N2 -0.334 -1.499 -0.597
N3 1.357 -0.658 0.659
N4 1.112 0.540 0.683
H1 0.562 2.242 -0.560
C1 0.251 1.161 -0.277
C2 -1.107 -0.485 -0.018
N5 0.893 -1.542 -0.343
O1 -1.802 -0.593 0.966

Entry 6:
Below is an isolated molecule of C4H5NO in a non-equilibrium geometry, with properties calculated with ωB97M-V/def2-TZVPD.

Total energy   -7763.281 eV
Energy relative to the best compared isomer or geometry (same formula, charge and spin)   313.1 kJ/mol
Kohn-Sham gap (alpha / beta)   8.345 / 8.346 eV
M   83.090 g mol⁻¹
Spin multiplicity   1

Cartesian coordinates (Å):
H1 2.105 0.255 -0.237
O1 -0.749 -2.088 1.101
H2 1.069 0.926 -1.376
H3 1.315 -1.493 1.066
C1 -2.341 0.559 -0.193
C2 -0.008 -0.095 0.029
H4 -3.039 0.574 -0.955
H5 1.466 1.598 0.338
N1 -1.163 0.345 -0.234
C3 1.180 0.759 -0.342
C4 0.166 -1.338 0.803